The molecule C3H4N2O, computed with the ωB97M-V functional and the def2-TZVPD basis.

ΔE to the lowest compared entry with this formula, charge and spin   10.4 kcal/mol
SMILES   Oc1c[nH]cn1
Orbital gap   9.230 eV
Energy   -8203.433 eV
2S+1   1
LUMO level   0.93 eV
HOMO level   -8.3 eV

Geometry (Å):
1 O -1.694 1.256 -0.802
2 H -2.481 0.696 -0.834
3 H 0.391 -2.111 1.173
4 H 2.193 -0.465 0.487
5 N -0.966 -0.710 0.305
6 N 1.209 -0.327 0.321
7 C 0.212 -1.173 0.664
8 C 0.635 0.762 -0.312
9 C -0.704 0.485 -0.297
10 H 1.204 1.588 -0.706



A structure of composition C31H14Cl2F5N5O5RuS2, computed with the ωB97M-V functional and the def2-TZVPD basis.

ΔE to the lowest compared entry with this formula, charge and spin   0.0 kcal/mol
Orbital gap (alpha / beta)   5.831 / 6.419 eV
Energy   -112948.782 eV
2S+1   2
LUMO level (alpha / beta)   1.12 / 1.67 eV
Net charge   -1
⟨S²⟩   0.78
HOMO level (alpha / beta)   -4.7 / -4.7 eV

Geometry (Å):
1 N -1.593 -1.229 -1.436
2 H -5.231 2.011 -0.348
3 O 3.135 -1.919 0.458
4 C 2.471 0.272 -5.460
5 C 1.541 1.035 -4.776
6 H 2.945 0.929 -0.938
7 C 0.258 -1.090 2.004
8 N -2.708 1.023 -0.338
9 F 2.813 0.597 -6.720
10 H -1.361 -3.954 -3.361
11 H 4.778 1.002 0.689
12 H 0.854 -3.167 6.174
13 C 2.344 2.542 2.437
14 O -0.532 -0.175 2.284
15 H -0.238 -1.416 4.753
16 H -1.868 4.935 1.775
17 C 1.158 0.743 -3.453
18 N -0.915 2.597 0.841
19 C -2.599 4.295 1.311
20 C -3.769 -2.039 -2.005
21 C 0.021 3.075 1.679
22 H 2.483 -4.700 5.192
23 H 3.042 -4.573 2.770
24 C -2.186 3.060 0.790
25 O -0.099 3.948 2.533
26 C -3.546 0.006 -0.616
27 H -4.832 -1.899 -1.893
28 C -3.226 -3.074 -2.742
29 F 1.436 -0.718 -1.627
30 C -3.153 2.207 0.168
31 C 0.804 -2.045 3.003
32 C -3.919 4.681 1.253
33 C 1.089 -3.086 5.121
34 C 3.590 1.992 2.190
35 C 3.058 -0.839 -4.857
36 Cl -6.521 4.316 0.588
37 O -4.733 -0.084 -0.312
38 C 1.350 2.408 1.475
39 F 0.986 2.083 -5.399
40 C 2.009 -3.961 4.562
41 C 3.811 1.393 0.960
42 C -4.864 3.847 0.651
43 C 1.711 -2.930 2.449
44 C -1.074 -2.245 -2.112
45 F 3.218 -2.266 -2.983
46 H -3.857 -3.782 -3.261
47 S 0.015 1.714 -2.620
48 Cl -4.397 6.188 1.939
49 Ru -0.437 0.571 -0.180
50 S 1.835 -2.480 0.712
51 H -0.001 -2.351 -2.116
52 O 1.426 -3.572 -0.128
53 N 1.552 1.782 0.312
54 H 4.379 2.056 2.925
55 C 2.770 1.325 0.051
56 C -1.846 -3.173 -2.795
57 F 3.961 -1.580 -5.524
58 N 0.690 -1.305 0.775
59 C 0.477 -2.113 4.346
60 C 1.773 -0.388 -2.890
61 C 2.690 -1.180 -3.558
62 C -2.919 -1.128 -1.380
63 C 2.330 -3.893 3.210
64 C -4.485 2.639 0.111
65 H 2.107 3.086 3.338